ORCA calculation (ωB97M-V/def2-TZVPD) on a molecular structure, C24H27ClNO3PRh in a non-equilibrium geometry.

electronic energy = -2123.09542 hartree
net charge = +1
max |F| = 1.40 eV/Å

Geometry (Å):
Rh 0.161 0.031 -0.019
Cl 4.566 -2.521 5.156
C 3.290 -1.924 4.170
C 1.957 -2.160 4.579
C 0.902 -1.706 3.839
C 1.102 -0.993 2.620
O 0.082 -0.571 1.982
C 2.469 -0.758 2.212
C 2.829 -0.041 1.063
O 2.104 0.427 0.131
C 3.544 -1.235 3.022
H 1.786 -2.708 5.494
H -0.116 -1.886 4.151
H 3.894 0.165 0.945
H 4.560 -1.045 2.705
C -0.460 -1.821 -0.565
H 0.296 -2.541 -0.251
H -0.709 -2.016 -1.603
H -1.328 -1.904 0.106
C -0.095 4.143 3.594
N -0.480 3.692 2.267
C -1.205 4.601 1.391
C -0.118 2.505 1.820
O -0.372 2.097 0.672
H -0.902 4.729 4.028
H 0.807 4.756 3.548
H 0.085 3.279 4.231
H -1.502 5.475 1.963
H -2.090 4.105 0.996
H -0.577 4.916 0.558
H 0.413 1.866 2.534
C -1.375 0.654 -3.016
P 0.265 0.472 -2.265
C 1.118 -0.849 -3.161
C 0.517 -1.539 -4.209
C 1.190 -2.576 -4.839
C 2.467 -2.925 -4.430
C 3.074 -2.235 -3.388
C 2.403 -1.205 -2.753
C 1.150 1.993 -2.681
C 2.136 2.016 -3.666
C 2.767 3.207 -3.990
C 2.415 4.380 -3.340
C 1.426 4.363 -2.366
C 0.799 3.176 -2.034
H -1.295 0.861 -4.083
H -1.870 1.502 -2.539
H -1.975 -0.241 -2.851
H -0.478 -1.279 -4.545
H 0.713 -3.108 -5.651
H 2.994 -3.731 -4.921
H 4.072 -2.503 -3.069
H 2.882 -0.667 -1.944
H 2.415 1.109 -4.184
H 3.532 3.216 -4.755
H 2.908 5.308 -3.595
H 1.147 5.279 -1.864
H 0.037 3.163 -1.264